Record 1
{"formula": "C14H22N", "method": "ωB97M-V with the def2-TZVPD basis set", "elements": ["C", "C", "H", "C", "H", "H", "C", "C", "H", "H", "H", "H", "H", "H", "H", "N", "H", "H", "C", "H", "C", "C", "H", "C", "H", "H", "C", "H", "H", "C", "H", "H", "C", "H", "C", "C", "H"], "xyz": [[2.047, 0.003, 0.780], [2.590, 0.643, -0.331], [-3.444, -3.098, -0.695], [-0.397, 1.470, -0.431], [-0.232, 0.423, -0.687], [-1.819, -3.576, -0.209], [-2.613, -2.853, -0.040], [-1.730, 1.663, 0.287], [3.630, -2.940, 0.525], [-1.786, -1.371, -1.354], [-3.475, -0.412, 1.000], [-2.951, -2.946, 0.989], [-4.106, -0.722, -0.609], [-1.256, -1.245, 0.333], [3.931, 0.502, -1.998], [0.762, 1.923, 0.388], [-3.780, 1.625, -0.347], [2.684, 2.758, 0.024], [3.876, -1.293, -0.812], [-2.659, 1.037, -1.563], [1.087, 0.936, 1.462], [2.010, 2.026, -0.430], [-0.412, 2.053, -1.354], [3.508, 0.007, -1.139], [-1.709, 1.228, 1.287], [1.573, 1.450, 2.297], [3.332, -1.930, 0.292], [0.515, 2.831, 0.791], [4.592, -1.811, -1.428], [-2.886, 1.021, -0.496], [1.985, -1.784, 1.963], [-1.916, 2.734, 0.397], [-2.115, -1.438, -0.314], [0.187, 0.445, 1.830], [-3.217, -0.409, -0.062], [2.406, -1.288, 1.104], [1.788, 2.339, -1.450]], "forces_ev_per_angstrom": [[0.0474, 0.2878, -0.3916], [-0.2946, -0.1554, 0.3411], [-0.1014, -0.0596, -0.0559], [-0.8269, -0.2088, -0.2980], [0.1295, 0.0789, 0.0214], [0.0088, -0.1359, 0.0118], [0.2183, 0.1415, -0.0428], [0.0404, -0.0242, -0.1295], [0.0335, -0.1109, 0.0133], [0.1172, 0.0609, -0.0349], [-0.0852, -0.0068, 0.0528], [-0.0551, -0.0606, 0.1074], [-0.0782, -0.0349, 0.0453], [0.1370, 0.0724, -0.0261], [0.0673, 0.0302, -0.1395], [-0.1215, 0.3764, 0.0455], [0.0399, 0.0740, -0.0928], [-0.1927, 0.0454, 0.0447], [0.0357, 0.0811, -0.0614], [-0.0511, 0.0489, -0.1224], [0.2332, -0.6621, 0.6988], [0.8328, 0.0506, -0.4938], [0.1598, -0.0226, 0.0841], [-0.0192, 0.0460, 0.0302], [0.0452, 0.0216, 0.0971], [-0.1296, 0.1281, -0.0955], [-0.0415, -0.0125, 0.0952], [0.1180, -0.1200, -0.0185], [0.0697, -0.0657, -0.0658], [-0.0543, -0.0892, 0.2747], [-0.0515, -0.1040, 0.1045], [0.0542, 0.0392, 0.0644], [-0.3550, -0.0788, 0.1100], [-0.0352, 0.1760, -0.0750], [0.2700, 0.0741, -0.2492], [-0.0120, 0.0581, 0.0153], [-0.1530, 0.0606, 0.1352]], "mulliken_charge": [0.809, 0.778, 0.364, -1.000, 0.364, 0.400, -1.485, -0.422, 0.420, 0.331, 0.336, 0.349, 0.418, -0.058, 0.467, 0.113, 0.335, 0.441, -0.479, 0.378, -0.915, -0.863, 0.386, -0.925, 0.330, 0.450, -0.570, 0.417, 0.415, -0.943, 0.486, 0.443, 0.180, 0.368, -0.707, -0.859, 0.446], "e_above_lowest_kj_mol": 0.0, "total_energy_ha": -601.19269, "multiplicity": 1, "charge": 1, "lumo_energy_ev": -2.8, "smiles": "CCCCCC[NH+]1Cc2ccccc2C1", "homo_ha": -0.473}

Record 2
{"formula": "C14H22N2O3", "method": "ωB97M-V with the def2-TZVPD basis set", "elements": ["H", "H", "H", "C", "C", "C", "O", "O", "H", "H", "H", "C", "H", "C", "H", "H", "C", "O", "H", "H", "N", "H", "C", "C", "H", "C", "H", "H", "C", "H", "C", "C", "H", "H", "H", "C", "N", "H", "H", "C", "H"], "xyz": [[2.835, 2.392, -0.507], [-0.351, 0.937, -2.733], [4.805, -0.390, -1.644], [-3.971, 1.005, 2.477], [4.141, 0.470, -1.557], [0.011, -0.742, -1.473], [-1.101, -1.801, 1.497], [-1.324, -1.019, -1.521], [-3.811, -0.474, 0.034], [-2.789, -2.358, -1.353], [-3.258, 2.984, 2.983], [2.703, 0.040, -1.559], [-2.288, 0.343, 0.452], [2.304, -1.078, -0.838], [-0.547, -1.038, 1.283], [-2.863, -2.601, 1.024], [1.729, 0.766, -2.238], [5.449, 0.908, 0.427], [3.044, -1.652, -0.301], [0.719, -2.347, -0.214], [3.660, 2.215, 0.039], [-1.203, -2.986, -0.856], [0.978, -1.472, -0.789], [0.405, 0.383, -2.200], [-2.041, 1.719, 3.171], [-1.867, -2.117, -0.819], [3.803, 2.731, 0.890], [-2.806, -0.640, 2.748], [-2.864, 2.068, 2.549], [4.338, 1.150, -2.388], [4.498, 1.196, -0.260], [-5.102, 1.465, 1.560], [-4.380, 0.874, 3.487], [-5.582, 2.346, 1.978], [2.011, 1.634, -2.819], [-2.225, -1.795, 0.648], [-3.508, -0.319, 2.086], [-4.723, 1.716, 0.573], [-5.841, 0.675, 1.463], [-2.981, -0.466, 0.744], [-2.480, 2.301, 1.558]], "forces_ev_per_angstrom": [[0.0005, -0.0453, 0.0713], [-0.0933, 0.0605, -0.0696], [0.0248, 0.1201, 0.0190], [-0.0577, 0.2461, 0.0499], [0.1446, -0.0644, 0.1999], [0.0938, 0.2237, -0.1179], [0.3823, 0.0875, 0.3230], [0.2225, 0.2354, -0.1141], [0.0799, 0.0446, -0.1028], [0.0879, -0.0313, 0.0536], [-0.0048, 0.1556, 0.0414], [-0.0331, -0.0807, -0.1301], [-0.0818, -0.0923, -0.0658], [0.0665, 0.2141, -0.1595], [-0.0079, -0.0530, 0.0171], [-0.0247, 0.0599, -0.1091], [0.0134, -0.1652, 0.0456], [0.3835, -0.1909, 0.2267], [0.0887, -0.0835, 0.0689], [-0.0734, -0.0410, 0.0351], [-0.2066, 0.4206, 0.1663], [-0.0568, 0.0514, -0.0260], [-0.2775, -0.2011, 0.0418], [-0.2152, -0.1267, 0.1078], [0.0922, 0.0117, 0.0552], [-0.2638, -0.2956, 0.5675], [0.0251, -0.0456, -0.0380], [-0.0651, 0.0336, -0.0841], [-0.2298, -0.2988, 0.0129], [0.0283, -0.0342, -0.0233], [-0.1411, -0.0245, -0.4153], [0.1633, -0.1368, 0.3056], [0.0166, 0.0780, -0.1211], [-0.0582, 0.1168, -0.0277], [0.0471, 0.0829, -0.0764], [-0.2907, 0.2321, -0.7726], [0.1681, -0.3065, 0.1991], [0.0187, 0.0566, -0.1503], [-0.1295, -0.0624, -0.0429], [0.0890, -0.2058, 0.1313], [0.0744, 0.0544, -0.0923]], "mulliken_charge": [0.213, 0.449, 0.303, 0.418, -1.115, 0.814, -0.630, -0.449, 0.251, 0.497, 0.440, 0.295, 0.256, -0.867, 0.446, 0.445, -0.281, -0.633, 0.446, 0.475, -0.294, 0.362, -0.417, -0.751, 0.344, -0.908, 0.230, 0.308, -1.370, 0.345, 0.571, -1.536, 0.358, 0.451, 0.410, -0.039, -0.334, 0.306, 0.366, -0.483, 0.304], "e_above_lowest_kj_mol": 144.3, "total_energy_ha": -881.91095, "multiplicity": 1, "charge": 0, "lumo_energy_ev": 0.6, "smiles": "CC(C)NC[C@H](O)COc1ccc(CC(N)=O)cc1", "homo_ha": -0.315}